A cluster of 2 separate species, C9H15ClSi2 in total. Source: the Open Molecules 2025 dataset; level of theory: ωB97M-V with the def2-TZVPD basis set.

Atoms and positions in Å:
C -3.10 -2.54 2.08
C -2.71 -1.79 1.22
Si -2.27 -1.08 -0.38
C -3.21 -1.22 -1.86
C -0.50 -0.48 -0.34
C 0.66 -0.12 -0.12
Si 2.44 -0.13 0.35
C 2.64 0.37 2.13
C 2.88 -1.96 0.13
C 3.25 1.22 -0.77
H -3.68 -3.29 2.54
H -2.92 -0.46 -2.75
H -4.26 -1.16 -1.75
H 2.29 -0.56 2.78
H 3.80 0.51 2.31
H 2.12 1.10 2.63
H 2.25 -2.78 0.72
H 2.75 -2.35 -0.81
H 4.00 -2.17 0.42
H 2.85 2.19 -0.61
H 4.37 1.15 -0.58
H 3.23 1.05 -1.82
C -3.30 2.95 -1.27
Cl -3.71 2.14 0.26
H -3.77 4.04 -1.12
H -3.91 2.37 -2.11
H -2.19 3.02 -1.30

Values from the calculation:
SMILES string: C#C[Si](=C)C#C[Si](C)(C)C.CCl
Kohn-Sham gap in eV: 8.0